# C28H28IN4O2PbS2Si2

A structure of composition C28H28IN4O2PbS2Si2 at a distorted geometry (ωB97M-V/def2-TZVPD, OMol25).

Geometry as XYZ:
```
68
Properties=species:S:1:pos:R:3
Pb -0.433 0.437 -0.411
C -2.141 -1.554 3.353
C -1.544 -0.256 3.786
N -1.327 -0.068 5.058
C -0.769 1.080 5.454
C -0.376 2.079 4.599
C 0.294 3.303 5.170
O -0.397 4.514 4.910
C -0.596 1.918 3.205
C -0.161 2.954 2.329
N -0.194 2.897 1.046
C 0.394 3.843 0.259
C 1.578 4.519 0.589
C 2.172 5.385 -0.305
C 1.617 5.590 -1.559
C 0.458 4.919 -1.920
C -0.129 4.062 -1.018
I -1.897 2.986 -1.536
C -1.232 0.715 2.765
O -1.593 0.445 1.569
H -2.218 -2.227 4.203
H -1.520 -1.995 2.576
H -3.127 -1.387 2.920
H -0.610 1.172 6.520
H 1.295 3.430 4.749
H 0.400 3.171 6.256
H -1.326 4.367 5.110
H 0.194 3.872 2.804
H 2.028 4.326 1.550
H 3.080 5.903 -0.030
H 2.086 6.258 -2.264
H 0.024 5.055 -2.899
C -2.577 -2.874 -0.411
Si -2.087 -1.386 -1.540
C -3.775 -0.748 -2.222
C -1.323 -2.356 -3.050
C -2.201 -2.941 -3.960
C -1.770 -3.700 -5.032
C -0.414 -3.880 -5.241
C 0.480 -3.301 -4.364
C 0.051 -2.551 -3.269
Si 1.444 -1.813 -2.224
C 1.746 -0.004 -2.792
C 3.088 -2.758 -2.390
H -3.161 -3.622 -0.945
H -3.163 -2.532 0.438
H -1.690 -3.365 -0.016
H -4.478 -1.549 -2.428
H -3.633 -0.182 -3.137
H -4.244 -0.087 -1.499
H -3.261 -2.808 -3.818
H -2.484 -4.158 -5.705
H -0.051 -4.461 -6.077
H 1.541 -3.434 -4.524
H 2.328 0.000 -3.710
H 2.308 0.560 -2.051
H 0.816 0.525 -3.000
H 3.486 -2.650 -3.395
H 2.957 -3.817 -2.190
H 3.834 -2.383 -1.696
S 2.870 0.052 0.692
C 2.366 -1.520 0.804
S 0.842 -2.003 -0.109
C 2.906 -2.551 1.547
C 2.434 -3.863 1.426
N 2.082 -4.953 1.312
C 3.941 -2.363 2.471
N 4.763 -2.237 3.268
```

The calculation puts the energy relative to the best compared isomer or geometry (same formula, charge and spin) at 0.513 eV. Its HOMO energy is -4.7 eV. The charge is -1. The calculation puts the LUMO energy at 1.868 eV.

# C4H10OS2

A cluster of 2 separate species, C4H10OS2 in total (ωB97M-V/def2-TZVPD, OMol25).

Geometry as XYZ:
```
17
Properties=species:S:1:pos:R:3
O -1.108 0.946 -0.736
C -0.551 -0.102 -1.018
C 0.564 -0.165 -2.037
C -0.935 -1.412 -0.369
H 0.762 0.837 -2.454
H 0.289 -0.841 -2.864
H 1.489 -0.540 -1.569
H -1.278 -2.130 -1.132
H -0.069 -1.846 0.158
H -1.748 -1.256 0.359
S 1.204 2.458 0.552
S 1.416 0.509 1.144
C 0.123 0.355 2.392
H 0.275 2.277 -0.411
H 0.212 -0.652 2.833
H -0.886 0.460 1.957
H 0.240 1.103 3.194
```

The calculation puts the energy relative to the best compared isomer or geometry (same formula, charge and spin) at 0.453 eV. Its HOMO energy is -9.0 eV. The SMILES is CC(C)=O.CSS. The calculation puts the LUMO energy at 0.636 eV.

# C21H23Cl5N3O5RuSe

A structure of composition C21H23Cl5N3O5RuSe at a distorted geometry (ωB97M-V/def2-TZVPD, OMol25).

Geometry as XYZ:
```
59
Properties=species:S:1:pos:R:3
Ru -0.011 -0.165 -0.046
C 2.495 -2.198 -0.534
C 1.438 -3.017 -1.291
O 0.230 -2.270 -1.304
C -0.753 -2.619 -2.271
C -1.103 -1.375 -3.104
O -1.384 -0.251 -2.285
C -2.729 0.109 -2.032
C -3.401 -0.731 -0.937
O -2.429 -0.912 0.077
C -2.878 -1.435 1.315
C -1.872 -2.486 1.771
O -0.570 -1.930 1.730
C 0.419 -2.928 1.916
C 1.805 -2.296 1.787
O 1.979 -1.535 0.605
H 2.869 -1.386 -1.172
H 3.330 -2.850 -0.249
H 1.272 -3.981 -0.789
H 1.797 -3.208 -2.309
H -1.630 -2.999 -1.732
H -0.383 -3.397 -2.941
H -1.928 -1.595 -3.790
H -0.220 -1.087 -3.689
H -3.326 0.083 -2.950
H -2.653 1.141 -1.672
H -3.736 -1.707 -1.318
H -4.269 -0.177 -0.561
H -3.858 -1.913 1.216
H -2.933 -0.621 2.047
H -1.917 -3.364 1.111
H -2.111 -2.805 2.795
H 0.276 -3.733 1.182
H 0.327 -3.363 2.922
H 2.565 -3.083 1.861
H 1.938 -1.580 2.603
Se 0.281 1.487 3.729
N 1.596 2.602 3.627
C 2.236 2.464 2.472
C 3.302 3.226 1.958
C 3.732 2.932 0.689
C 3.123 1.904 -0.053
N 2.120 1.184 0.394
C 1.680 1.444 1.629
N 0.623 0.806 2.140
H 3.725 4.022 2.547
H 4.528 3.498 0.230
H 3.475 1.687 -1.051
Cl 0.920 1.481 -2.362
C 0.052 2.570 -1.361
C -0.659 2.001 -0.312
C -1.383 2.858 0.505
Cl -2.238 2.183 1.830
C -1.398 4.247 0.300
Cl -2.317 5.277 1.307
C -0.632 4.790 -0.747
Cl -0.583 6.477 -0.986
C 0.105 3.944 -1.593
Cl 1.067 4.581 -2.849
```

As for the spin multiplicity: 2. Its HOMO energy (alpha / beta) is -14.2 / -14.2 eV. The charge is +2. The calculation puts the LUMO energy (alpha / beta) at -8.442 / -7.788 eV.

# C15H19N2O6S4W

A structure of composition C15H19N2O6S4W (ωB97M-V/def2-TZVPD, OMol25).

Geometry as XYZ:
```
47
Properties=species:S:1:pos:R:3
W -0.325 0.903 -0.156
C -1.602 2.708 2.484
C -2.873 2.276 1.773
S -2.658 1.809 0.014
C -2.667 3.353 -0.970
C -1.392 4.165 -0.901
S 0.003 3.099 -1.405
C 1.482 3.843 -0.642
C 2.576 2.789 -0.621
S 2.134 1.177 0.130
C 2.346 1.375 1.935
C 1.260 2.176 2.624
S -0.346 1.409 2.225
H -1.779 2.777 3.559
H -1.207 3.659 2.129
H -3.631 3.062 1.799
H -3.314 1.389 2.230
H -3.530 3.929 -0.629
H -2.887 3.014 -1.984
H -1.193 4.566 0.091
H -1.443 4.994 -1.610
H 1.223 4.220 0.346
H 1.793 4.681 -1.269
H 3.461 3.147 -0.091
H 2.894 2.526 -1.631
H 3.328 1.826 2.087
H 2.390 0.347 2.300
H 1.237 3.222 2.324
H 1.380 2.120 3.708
O 1.493 -1.673 0.978
C 0.763 -2.021 0.124
O -0.084 -0.853 -0.454
C 0.449 -3.272 -0.516
C -0.469 -3.362 -1.563
C -0.701 -4.597 -2.121
C -0.060 -5.744 -1.686
C 0.845 -5.615 -0.644
C 1.121 -4.409 -0.044
N 1.554 -6.827 -0.150
O 2.328 -6.653 0.763
O 1.283 -7.864 -0.697
N -1.682 -4.681 -3.233
O -1.863 -5.765 -3.716
O -2.213 -3.636 -3.555
H -1.005 -2.513 -1.958
H -0.255 -6.708 -2.140
H 1.837 -4.366 0.766
```

As for the spin multiplicity: 3. The calculation puts the energy relative to the best compared isomer or geometry (same formula, charge and spin) at 0.982 eV. Its HOMO energy (alpha / beta) is -17.7 / -17.7 eV. The charge is +3. The calculation puts the LUMO energy (alpha / beta) at -11.802 / -12.844 eV.

# C43H48ClKN7O10SSi

A structure of composition C43H48ClKN7O10SSi at a distorted geometry (ωB97M-V/def2-TZVPD, OMol25).

Geometry as XYZ:
```
112
Properties=species:S:1:pos:R:3
K -0.498 0.211 1.881
O -5.317 6.400 0.686
N -4.214 6.694 1.110
O -3.884 7.833 1.393
C -3.211 5.623 1.258
C -1.924 6.020 1.220
C -0.865 5.071 1.265
C 0.491 5.449 1.216
C 1.457 4.483 1.242
C 1.058 3.136 1.326
N -0.204 2.764 1.355
C -1.165 3.704 1.315
C -2.554 3.273 1.343
N -2.782 1.947 1.373
C -4.015 1.525 1.523
C -5.104 2.397 1.661
C -4.897 3.745 1.569
C -3.587 4.231 1.372
H -1.700 7.074 1.127
H 0.749 6.501 1.156
H 2.509 4.733 1.190
H 1.784 2.321 1.333
H -4.155 0.450 1.562
H -6.096 2.002 1.834
H -5.724 4.430 1.651
N -3.861 -4.058 0.571
C -5.210 -3.695 0.370
C -6.228 -4.479 0.894
C -7.559 -4.118 0.716
C -7.877 -2.952 0.041
C -6.856 -2.164 -0.481
C -5.533 -2.549 -0.352
S -4.238 -1.594 -1.088
N -2.885 -2.050 -0.213
C -2.831 -3.120 0.460
C -1.558 -3.474 1.167
C -1.226 -4.796 1.439
C -0.072 -5.056 2.167
C 0.729 -4.001 2.555
C 0.359 -2.720 2.164
N -0.771 -2.461 1.517
H -3.728 -4.729 1.309
H -5.973 -5.379 1.445
H -8.341 -4.748 1.120
H -8.909 -2.646 -0.072
H -7.086 -1.242 -1.007
H -1.820 -5.615 1.055
H 0.198 -6.075 2.413
H 1.634 -4.156 3.130
H 0.998 -1.864 2.369
O -2.348 0.139 5.750
Cl -1.892 0.455 4.421
O -2.079 1.861 4.147
O -2.630 -0.334 3.448
O -0.482 0.132 4.290
N -1.758 0.715 -1.377
C -1.630 0.582 -2.513
C -1.484 0.442 -3.941
C -1.814 -0.760 -4.560
C -1.686 -0.879 -5.934
C -1.237 0.196 -6.689
C -0.908 1.395 -6.069
C -1.028 1.521 -4.695
H -2.165 -1.589 -3.957
H -1.935 -1.815 -6.419
H -1.142 0.100 -7.764
H -0.553 2.232 -6.657
H -0.763 2.444 -4.194
C 2.219 1.998 -2.104
C 3.121 0.840 -2.529
C 4.563 1.329 -2.685
C 2.637 0.251 -3.847
O 3.073 -0.228 -1.592
Si 3.002 -0.262 0.079
O 1.621 0.018 0.751
O 4.189 0.830 0.542
C 4.910 0.879 1.771
C 5.333 2.330 1.964
C 6.150 -0.012 1.661
C 4.052 0.428 2.958
O 3.648 -1.767 0.444
C 3.559 -3.010 -0.252
C 4.609 -3.063 -1.364
C 3.860 -4.088 0.784
C 2.161 -3.237 -0.839
H 2.139 2.742 -2.902
H 2.641 2.476 -1.215
H 1.224 1.624 -1.839
H 4.611 2.186 -3.363
H 5.190 0.525 -3.084
H 4.950 1.615 -1.706
H 2.641 1.002 -4.644
H 1.624 -0.138 -3.726
H 3.288 -0.578 -4.140
H 5.907 2.665 1.096
H 5.949 2.438 2.861
H 4.448 2.965 2.066
H 6.809 0.360 0.870
H 5.839 -1.026 1.408
H 6.703 -0.026 2.605
H 3.131 1.016 3.011
H 4.607 0.543 3.892
H 3.767 -0.622 2.837
H 5.611 -2.940 -0.939
H 4.428 -2.249 -2.066
H 4.560 -4.019 -1.894
H 4.820 -3.880 1.262
H 3.898 -5.079 0.322
H 3.082 -4.083 1.551
H 1.922 -2.449 -1.557
H 1.408 -3.207 -0.046
H 2.117 -4.208 -1.338
```

The calculation puts the energy relative to the best compared isomer or geometry (same formula, charge and spin) at 0.953 eV. Its HOMO energy is -5.7 eV. The charge is -1. The calculation puts the LUMO energy at 1.359 eV.

# C26H36O5PdSSe2

A structure of composition C26H36O5PdSSe2 (ωB97M-V/def2-TZVPD, OMol25).

Geometry as XYZ:
```
71
Properties=species:S:1:pos:R:3
Pd -1.194 -0.862 -0.809
O -5.862 1.095 2.522
C -5.717 0.838 1.130
C -4.406 0.126 0.743
C -4.348 -1.209 1.477
O -4.163 -1.050 2.892
C -4.494 -0.103 -0.784
Se -3.440 -1.518 -1.673
C -3.233 1.048 1.155
Se -1.478 0.267 1.622
H -5.355 0.400 2.977
H -5.782 1.801 0.609
H -6.557 0.219 0.781
H -3.536 -1.788 1.047
H -5.277 -1.771 1.338
H -3.241 -0.719 2.972
H -4.281 0.851 -1.275
H -5.531 -0.354 -1.034
H -3.546 1.625 2.025
H -3.075 1.761 0.347
O -0.831 -4.286 -0.687
S -0.891 -3.091 0.186
C 0.612 -3.081 1.191
C 0.387 -3.989 2.411
C -0.991 -4.650 2.278
C -1.874 -3.604 1.613
H 0.783 -2.041 1.471
H 1.408 -3.376 0.507
H 0.398 -3.371 3.313
H 1.183 -4.728 2.511
H -1.395 -4.963 3.243
H -0.932 -5.524 1.627
H -2.021 -2.727 2.247
H -2.832 -3.962 1.240
C 6.164 3.106 -0.840
C 5.201 1.947 -0.873
C 4.331 1.708 0.182
C 3.427 0.649 0.163
C 2.457 0.453 1.292
C 3.417 -0.216 -0.931
C 4.284 0.007 -2.002
C 4.256 -0.919 -3.189
C 5.155 1.090 -1.967
C 2.478 -1.425 -0.963
O 3.018 -2.530 -0.749
O 1.269 -1.185 -1.212
H 5.909 3.801 -0.038
H 6.149 3.662 -1.781
H 7.193 2.774 -0.675
H 4.330 2.381 1.036
H 2.630 1.174 2.092
H 2.547 -0.555 1.705
H 1.428 0.571 0.941
H 3.286 -0.875 -3.690
H 4.393 -1.951 -2.866
H 5.032 -0.654 -3.911
H 5.816 1.264 -2.814
C -1.319 0.714 -2.051
C -0.621 1.950 -1.608
C -1.322 3.077 -1.167
C -0.660 4.231 -0.782
C 0.726 4.295 -0.841
C 1.439 3.191 -1.291
C 0.774 2.034 -1.665
H -0.800 0.304 -2.926
H -2.337 0.951 -2.360
H -2.405 3.047 -1.142
H -1.229 5.086 -0.431
H 1.246 5.197 -0.535
H 2.521 3.217 -1.339
H 1.330 1.161 -1.982
```

The calculation puts the energy relative to the best compared isomer or geometry (same formula, charge and spin) at 0.068 eV. Its HOMO energy is -0.9 eV. The charge is -2. The calculation puts the LUMO energy at 4.431 eV.

Repeat the first record exactly.
# C28H28IN4O2PbS2Si2

A structure of composition C28H28IN4O2PbS2Si2 at a distorted geometry (ωB97M-V/def2-TZVPD, OMol25).

Geometry as XYZ:
```
68
Properties=species:S:1:pos:R:3
Pb -0.433 0.437 -0.411
C -2.141 -1.554 3.353
C -1.544 -0.256 3.786
N -1.327 -0.068 5.058
C -0.769 1.080 5.454
C -0.376 2.079 4.599
C 0.294 3.303 5.170
O -0.397 4.514 4.910
C -0.596 1.918 3.205
C -0.161 2.954 2.329
N -0.194 2.897 1.046
C 0.394 3.843 0.259
C 1.578 4.519 0.589
C 2.172 5.385 -0.305
C 1.617 5.590 -1.559
C 0.458 4.919 -1.920
C -0.129 4.062 -1.018
I -1.897 2.986 -1.536
C -1.232 0.715 2.765
O -1.593 0.445 1.569
H -2.218 -2.227 4.203
H -1.520 -1.995 2.576
H -3.127 -1.387 2.920
H -0.610 1.172 6.520
H 1.295 3.430 4.749
H 0.400 3.171 6.256
H -1.326 4.367 5.110
H 0.194 3.872 2.804
H 2.028 4.326 1.550
H 3.080 5.903 -0.030
H 2.086 6.258 -2.264
H 0.024 5.055 -2.899
C -2.577 -2.874 -0.411
Si -2.087 -1.386 -1.540
C -3.775 -0.748 -2.222
C -1.323 -2.356 -3.050
C -2.201 -2.941 -3.960
C -1.770 -3.700 -5.032
C -0.414 -3.880 -5.241
C 0.480 -3.301 -4.364
C 0.051 -2.551 -3.269
Si 1.444 -1.813 -2.224
C 1.746 -0.004 -2.792
C 3.088 -2.758 -2.390
H -3.161 -3.622 -0.945
H -3.163 -2.532 0.438
H -1.690 -3.365 -0.016
H -4.478 -1.549 -2.428
H -3.633 -0.182 -3.137
H -4.244 -0.087 -1.499
H -3.261 -2.808 -3.818
H -2.484 -4.158 -5.705
H -0.051 -4.461 -6.077
H 1.541 -3.434 -4.524
H 2.328 0.000 -3.710
H 2.308 0.560 -2.051
H 0.816 0.525 -3.000
H 3.486 -2.650 -3.395
H 2.957 -3.817 -2.190
H 3.834 -2.383 -1.696
S 2.870 0.052 0.692
C 2.366 -1.520 0.804
S 0.842 -2.003 -0.109
C 2.906 -2.551 1.547
C 2.434 -3.863 1.426
N 2.082 -4.953 1.312
C 3.941 -2.363 2.471
N 4.763 -2.237 3.268
```

The calculation puts the energy relative to the best compared isomer or geometry (same formula, charge and spin) at 0.513 eV. Its HOMO energy is -4.7 eV. The charge is -1. The calculation puts the LUMO energy at 1.868 eV.